ORCA calculation (ωB97M-V with the def2-TZVPD basis set) on a cluster of 4 separate species, C4H17NO3 in total in a non-equilibrium geometry.

Geometry (Å):
1 C 0.315911 1.259807 1.778789
2 C 0.755413 -0.149368 2.223326
3 N 0.731306 -1.093831 1.093689
4 C 1.808906 -0.866528 0.094990
5 C 2.244291 -2.195024 -0.515824
6 H 1.039381 2.040022 1.551810
7 H -0.328741 1.762819 2.511598
8 H -0.386892 1.298779 0.909554
9 H 1.692096 -0.002656 2.785135
10 H -0.093231 -0.416437 2.834624
11 H 0.882483 -2.014927 1.494426
12 H 1.325538 -0.270926 -0.671017
13 H 2.666457 -0.305677 0.531236
14 H 1.599266 -3.027329 -0.166083
15 H 2.215232 -2.149195 -1.612135
16 H 3.229147 -2.561929 -0.171470
17 O -0.487832 2.309119 -3.439517
18 H 0.117880 2.765754 -2.825219
19 H -1.321714 2.114039 -3.010685
20 O -2.126030 -0.911378 0.578632
21 H -1.244662 -0.890349 1.004527
22 H -2.319874 -1.765442 0.203510
23 O -2.380863 1.258071 -1.212361
24 H -3.269979 1.179012 -1.592322
25 H -2.259176 0.397792 -0.751014

Atoms 1-6, force components in eV/Å:
-1.43 1.27 -0.82
-0.94 1.66 -0.95
1.18 -0.01 1.01
-0.49 -0.07 0.34
0.25 -0.92 0.25
0.68 -0.46 -0.05

Output
molar mass: 127.2 g/mol
LUMO level: 0.0264 Ha
SMILES: CCNCC.O.O.O
HOMO: -9.67 eV
frontier orbital gap: 10.39 eV
energy above the lowest of the compared OMol25 structures with the same formula, charge and spin: 19.8 kcal per mole

And the Löwdin charges, in e, turn out to be:
1 C -0.11
2 C -0.27
3 N -0.12
4 C -0.26
5 C -0.10
6 H 0.06
7 H 0.07
8 H 0.07
9 H 0.11
10 H 0.10
11 H 0.10
12 H 0.10
13 H 0.12
14 H 0.07
15 H 0.07
16 H 0.07
17 O -0.08
18 H 0.04
19 H -0.01
20 O -0.06
21 H 0.01
22 H 0.05
23 O -0.09
24 H 0.04
25 H 0.00

***

ORCA calculation (ωB97M-V with the def2-TZVPD basis set) on a cluster of 12 separate species, C48H58N12O5 in total in a non-equilibrium geometry.

Geometry (Å):
1 N 3.085063 3.310076 4.017301
2 C 2.480486 2.422810 3.253349
3 O 1.946641 1.840352 1.977585
4 C 0.481099 1.875305 2.100418
5 O 0.056164 0.688390 1.298267
6 C -0.304360 3.275996 1.771745
7 O -1.164057 3.647630 2.943887
8 C -1.416721 2.288373 3.524247
9 O -2.579552 1.798906 3.997152
10 O -0.109088 1.561091 3.411138
11 H 0.450471 -0.086898 1.833598
12 H 0.501682 4.127821 1.551343
13 H -1.112349 3.168104 0.900021
14 C -2.608022 -3.870432 2.604419
15 C -2.308520 -3.031275 3.704125
16 C -1.842317 -1.839456 3.196033
17 N -1.845550 -1.931862 1.828497
18 C -2.316108 -3.164834 1.458506
19 H -2.996006 -4.880002 2.644000
20 H -2.421430 -3.270365 4.753682
21 H -1.508204 -0.936430 3.689264
22 H -1.548136 -1.203765 1.192060
23 H -2.401225 -3.434424 0.414337
24 C 4.700430 5.942238 2.168555
25 C 5.686289 6.741554 1.542124
26 C 6.806042 6.714990 2.342988
27 N 6.528715 5.931571 3.432965
28 C 5.248862 5.451560 3.332452
29 H 3.698948 5.744755 1.808883
30 H 5.590021 7.278195 0.607121
31 H 7.773405 7.186311 2.231501
32 H 7.168726 5.737357 4.192109
33 H 4.838503 4.804954 4.096468
34 C -2.267856 -1.759058 -4.427966
35 C -1.629962 -0.995188 -3.421568
36 C -1.508267 -1.799698 -2.310762
37 N -2.054642 -3.020585 -2.610119
38 C -2.515430 -3.006885 -3.900865
39 H -2.518430 -1.434440 -5.429547
40 H -1.294813 0.031047 -3.499019
41 H -1.081969 -1.607991 -1.335117
42 H -2.108463 -3.808537 -1.977769
43 H -2.980227 -3.883362 -4.332102
44 C -5.124476 -4.051920 7.503536
45 C -4.824974 -3.212762 8.603243
46 C -4.358771 -2.020944 8.095150
47 N -4.362004 -2.113349 6.727614
48 C -4.832562 -3.346321 6.357623
49 H -5.512460 -5.061490 7.543117
50 H -4.937884 -3.451852 9.652800
51 H -4.024658 -1.117917 8.588381
52 H -4.064590 -1.385252 6.091177
53 H -4.917679 -3.615912 5.313454
54 C 0.404769 -4.344759 -3.928438
55 C 0.169287 -4.832983 -5.235888
56 C 1.329873 -5.438211 -5.663293
57 N 2.258766 -5.328065 -4.661430
58 C 1.701851 -4.667564 -3.597418
59 H -0.296488 -3.815930 -3.296055
60 H -0.748329 -4.752376 -5.804189
61 H 1.573999 -5.935341 -6.592609
62 H 3.206517 -5.679983 -4.700846
63 H 2.275156 -4.482896 -2.698845
64 C 1.965349 2.316048 -3.831201
65 C 1.291015 3.559976 -3.797164
66 C 0.494896 3.564728 -2.673729
67 N 0.661646 2.365448 -2.031370
68 C 1.560713 1.599708 -2.726969
69 H 2.670969 1.979563 -4.579671
70 H 1.377387 4.365822 -4.514545
71 H -0.175197 4.316323 -2.278196
72 H 0.194974 2.089231 -1.177231
73 H 1.833650 0.612663 -2.378457
74 C 5.275462 -3.786233 -0.061773
75 C 4.782166 -4.489501 1.063089
76 C 3.490388 -4.064428 1.278858
77 N 3.188679 -3.125921 0.326556
78 C 4.269333 -2.953783 -0.498728
79 H 6.258099 -3.878022 -0.505991
80 H 5.311955 -5.227126 1.651916
81 H 2.762453 -4.347738 2.027331
82 H 2.306340 -2.637586 0.245076
83 H 4.230525 -2.254397 -1.323087
84 C -5.871761 1.285179 0.841204
85 C -6.352078 0.221157 0.040958
86 C -5.537251 -0.864921 0.269933
87 N -4.579340 -0.492070 1.176626
88 C -4.778707 0.815786 1.534820
89 H -6.279892 2.285484 0.905619
90 H -7.201349 0.244459 -0.629622
91 H -5.556242 -1.868081 -0.134632
92 H -3.841463 -1.088966 1.527175
93 H -4.126516 1.299648 2.249480
94 C -9.104913 -1.006555 3.527466
95 C -8.119054 -0.207238 2.901036
96 C -6.999301 -0.233803 3.701900
97 N -7.276628 -1.017222 4.791877
98 C -8.556481 -1.497233 4.691364
99 H -10.106395 -1.204038 3.167795
100 H -8.215322 0.329403 1.966032
101 H -6.031938 0.237519 3.590413
102 H -6.636617 -1.211436 5.551020
103 H -8.966840 -2.143838 5.455380
104 C 7.265135 4.313517 -2.037021
105 C 7.564637 5.152675 -0.937315
106 C 8.030840 6.344493 -1.445408
107 N 8.027606 6.252088 -2.812944
108 C 7.557049 5.019116 -3.182935
109 H 6.877151 3.303947 -1.997440
110 H 7.451727 4.913585 0.112242
111 H 8.364952 7.247520 -0.952176
112 H 8.325021 6.980185 -3.449380
113 H 7.471931 4.749525 -4.227104
114 C 2.612589 0.637766 -8.497584
115 C 1.316452 0.773062 -7.945348
116 C 0.980834 -0.438675 -7.384109
117 N 2.027063 -1.301654 -7.582551
118 C 3.028862 -0.652390 -8.255896
119 H 3.181514 1.399559 -9.014618
120 H 0.695070 1.659215 -7.955370
121 H 0.088934 -0.760227 -6.863068
122 H 2.055666 -2.266295 -7.278774
123 H 3.949065 -1.163091 -8.506145

Atoms 1-6, force components in eV/Å:
-5.70 -8.51 -6.66
4.19 6.95 2.27
-0.72 2.05 5.61
-2.92 -1.80 -0.31
1.66 1.30 1.77
0.21 0.88 -1.56

Output
molar mass: 883.1 g/mol
LUMO level: -0.0470 Ha
SMILES: N#CO[C@]1(O)COC(=O)O1.c1cc[nH]c1.c1cc[nH]c1.c1cc[nH]c1.c1cc[nH]c1.c1cc[nH]c1.c1cc[nH]c1.c1cc[nH]c1.c1cc[nH]c1.c1cc[nH]c1.c1cc[nH]c1.c1cc[nH]c1
HOMO: -7.79 eV
frontier orbital gap: 6.51 eV

Atom charges from the Löwdin analysis, given in e for atoms 1 to 99:
1 N 0.17
2 C -0.06
3 O 0.03
4 C -0.41
5 O -0.01
6 C -0.01
7 O -0.02
8 C -0.17
9 O 0.04
10 O 0.01
11 H 0.14
12 H 0.18
13 H 0.17
14 C -0.09
15 C -0.10
16 C -0.13
17 N -0.02
18 C -0.14
19 H 0.10
20 H 0.09
21 H 0.10
22 H 0.12
23 H 0.10
24 C -0.12
25 C -0.13
26 C -0.15
27 N 0.00
28 C -0.16
29 H 0.08
30 H 0.09
31 H 0.11
32 H 0.15
33 H 0.06
34 C -0.10
35 C -0.09
36 C -0.15
37 N -0.03
38 C -0.15
39 H 0.10
40 H 0.09
41 H 0.09
42 H 0.14
43 H 0.12
44 C -0.11
45 C -0.11
46 C -0.14
47 N -0.01
48 C -0.16
49 H 0.09
50 H 0.09
51 H 0.11
52 H 0.14
53 H 0.11
54 C -0.10
55 C -0.11
56 C -0.15
57 N 0.00
58 C -0.13
59 H 0.05
60 H 0.09
61 H 0.10
62 H 0.15
63 H 0.10
64 C -0.11
65 C -0.11
66 C -0.15
67 N 0.00
68 C -0.15
69 H 0.09
70 H 0.09
71 H 0.10
72 H 0.12
73 H 0.10
74 C -0.11
75 C -0.11
76 C -0.14
77 N -0.01
78 C -0.15
79 H 0.09
80 H 0.09
81 H 0.11
82 H 0.14
83 H 0.11
84 C -0.12
85 C -0.13
86 C -0.13
87 N 0.03
88 C -0.16
89 H 0.10
90 H 0.10
91 H 0.11
92 H 0.10
93 H 0.08
94 C -0.11
95 C -0.11
96 C -0.13
97 N 0.01
98 C -0.14
99 H 0.09

***

ORCA calculation (ωB97M-V with the def2-TZVPD basis set) on a cluster of 4 separate species, C4BrClN3O5 in total in a non-equilibrium geometry.

Geometry (Å):
1 C -2.208868 1.502547 2.163396
2 C 2.257239 0.112898 -3.841477
3 C -0.419944 -2.362166 -1.027607
4 C -1.033154 0.926314 2.073178
5 N -3.227585 2.073461 2.264456
6 N 1.735549 0.646249 -2.916285
7 N -0.196843 0.016273 1.686931
8 O 0.511546 -2.793221 -0.521549
9 O -0.465370 -0.224057 0.443895
10 O 2.821134 -0.171686 -4.818221
11 O -1.359729 -2.017179 -1.581927
12 O 0.722804 -0.499158 2.293623
13 Cl 0.869187 0.372077 -1.478787
14 Br -0.005965 2.417649 5.260373

Atoms 1-6, force components in eV/Å:
-0.63 -0.11 -0.28
-0.22 0.48 0.42
0.04 -0.20 0.10
0.87 1.17 2.27
-0.33 0.17 0.11
-0.61 0.49 1.05

Output
⟨S²⟩: 2.03
molar mass: 285.4 g/mol
LUMO level (alpha / beta): 0.1003 / -0.0285 Ha
total charge: -1
2S+1: 3
HOMO (alpha / beta): -5.34 / -4.81 eV
frontier orbital gap (alpha / beta): 8.07 / 4.04 eV

And the Löwdin charges, in e, turn out to be:
1 C -0.31
2 C -0.45
3 C -0.55
4 C -0.01
5 N 0.11
6 N -0.33
7 N -0.43
8 O 0.19
9 O -0.23
10 O 0.12
11 O 0.18
12 O 0.04
13 Cl 0.81
14 Br -0.13

***

ORCA calculation (ωB97M-V with the def2-TZVPD basis set) on the molecule CH2O3S in a non-equilibrium geometry.

Geometry (Å):
1 C 0.047687 -0.371758 -0.211026
2 O -0.585550 1.879787 -1.239811
3 O 1.126072 0.348484 -0.077776
4 O -0.307696 -1.387019 1.005120
5 S -0.268327 1.293767 0.052216
6 H -0.225191 -0.814936 -1.248504
7 H 0.213005 -0.948324 1.719781

Atoms 1-6, force components in eV/Å:
-3.68 -5.38 1.05
-0.01 0.56 0.31
2.97 0.90 0.44
1.71 3.04 -2.63
-0.92 1.11 -0.77
0.44 0.45 2.08

Output
molar mass: 94.1 g/mol
LUMO level: 0.0106 Ha
HOMO: -10.41 eV
frontier orbital gap: 10.70 eV
energy above the lowest of the compared OMol25 structures with the same formula, charge and spin: 37.4 kcal per mole

And the Löwdin charges, in e, turn out to be:
1 C -0.53
2 O -0.46
3 O -0.20
4 O -0.10
5 S 1.05
6 H 0.17
7 H 0.07